[1]
{
  "formula": "C3H8N2O3S",
  "method": "ωB97M-V with the def2-TZVPD basis set",
  "elements": ["S", "O", "O", "O", "N", "N", "C", "C", "C", "H", "H", "H", "H", "H", "H", "H", "H"],
  "positions_angstrom": [[-1.81, -0.38, 1.15], [-0.75, 0.80, 1.37], [-1.37, -1.10, -0.01], [-3.26, 0.54, 0.84], [0.90, 0.00, -0.11], [-0.71, 1.43, -0.89], [1.49, -0.74, 0.90], [1.41, -0.03, -1.42], [-0.19, 0.80, 0.09], [0.63, -0.02, -2.09], [-1.65, 1.91, -0.62], [2.14, 0.77, -1.64], [-3.93, 0.20, 0.29], [1.11, -1.80, 1.00], [2.05, -0.91, -1.48], [2.49, -0.89, 0.66], [1.45, -0.59, 1.96]],
  "lowdin_charge": [0.977, -0.202, -0.366, -0.264, -0.185, 0.143, -0.096, -0.050, -0.607, 0.060, 0.106, 0.106, 0.019, 0.105, 0.094, 0.069, 0.091],
  "mol_weight_g_mol": 152.2,
  "e_tot_ha": -852.43043,
  "homo_ev": -8.59,
  "charge": 0,
  "e_above_lowest_kj_mol": 317.2
}

=====

[2]
{
  "formula": "C2H17BeO14",
  "method": "ωB97M-V with the def2-TZVPD basis set",
  "elements": ["O", "O", "O", "O", "O", "O", "O", "O", "O", "O", "O", "O", "O", "O", "C", "C", "Be", "H", "H", "H", "H", "H", "H", "H", "H", "H", "H", "H", "H", "H", "H", "H", "H", "H"],
  "positions_angstrom": [[2.13, -2.16, -2.76], [1.81, 1.58, 1.26], [3.44, -1.87, -0.42], [-1.34, 1.21, 3.33], [-0.44, 0.07, 0.78], [-1.81, 2.41, 0.20], [1.81, -1.83, 1.86], [-2.99, 0.21, 1.24], [-1.21, -0.12, -1.08], [-2.00, -0.01, -3.68], [0.43, -1.57, -0.44], [-3.53, 0.74, -0.67], [-4.96, 1.11, 0.71], [2.90, 0.80, -1.03], [-3.97, 0.35, 0.47], [-0.34, -0.48, -0.26], [-2.07, 0.61, 0.09], [-1.72, -0.18, -2.80], [1.07, -1.71, 1.22], [-2.83, 0.38, -3.66], [1.45, 2.30, 1.72], [0.48, -1.94, -1.32], [2.34, -3.01, -3.03], [2.94, -1.97, 0.38], [-1.91, 2.83, 1.09], [3.04, -0.17, -0.82], [-2.11, 0.83, 2.89], [1.18, 0.85, 1.29], [2.58, -2.15, -1.94], [1.40, -1.46, 2.69], [4.36, -1.83, -0.18], [2.56, 1.19, -0.29], [-1.13, 2.87, -0.27], [-1.56, 2.11, 3.43]],
  "lowdin_charge": [-0.001, -0.021, -0.034, -0.031, 0.095, 0.108, -0.081, -0.025, 0.071, -0.035, 0.136, -0.055, -0.055, -0.054, -0.782, -0.687, 0.044, -0.040, 0.021, -0.003, 0.022, 0.114, 0.002, 0.017, 0.122, 0.007, 0.015, 0.012, -0.036, 0.084, 0.076, -0.088, 0.093, -0.010],
  "mol_weight_g_mol": 274.2,
  "e_tot_ha": -1154.71371,
  "homo_ev": -4.00,
  "charge": -1
}

=====

[3]
{
  "formula": "C9H12ClNO3",
  "method": "ωB97M-V with the def2-TZVPD basis set",
  "elements": ["Cl", "O", "O", "O", "N", "C", "C", "C", "C", "C", "C", "C", "C", "C", "H", "H", "H", "H", "H", "H", "H", "H", "H", "H", "H", "H"],
  "positions_angstrom": [[1.76, -2.17, 0.63], [-1.14, -1.48, -0.88], [-1.42, -1.10, 1.28], [-1.93, 0.63, -0.20], [1.14, 1.53, -0.35], [2.38, 1.99, -0.53], [1.97, -0.58, 0.05], [0.93, 0.35, -0.01], [-0.83, -1.26, -2.20], [-3.34, 0.59, 0.22], [3.55, 1.19, -0.45], [-1.21, -0.46, 0.04], [-0.88, -0.31, 2.40], [3.34, -0.16, -0.14], [-0.40, -2.22, -2.64], [-3.70, -0.43, 0.40], [0.14, -0.07, 2.29], [4.10, -0.82, 0.17], [-3.96, 1.06, -0.56], [-3.52, 1.20, 1.12], [4.63, 1.41, -0.51], [-1.71, -1.03, -2.79], [-1.40, 0.67, 2.65], [2.56, 3.04, -0.75], [-0.02, -0.60, -2.46], [-1.05, -1.00, 3.23]],
  "lowdin_charge": [0.725, -0.062, -0.085, -0.042, 0.076, -0.139, -0.650, -0.177, -0.102, -0.013, -0.059, -0.455, -0.044, -0.091, 0.117, 0.102, 0.046, 0.083, 0.094, 0.087, 0.109, 0.092, 0.112, 0.101, 0.082, 0.093],
  "mol_weight_g_mol": 217.7,
  "e_tot_ha": -1090.64913,
  "homo_ev": -8.02,
  "charge": 0,
  "e_above_lowest_kj_mol": 402.7
}

=====

[4]
{
  "formula": "C6H7NO3",
  "method": "ωB97M-V with the def2-TZVPD basis set",
  "elements": ["O", "O", "O", "N", "C", "C", "C", "C", "C", "C", "H", "H", "H", "H", "H", "H", "H"],
  "positions_angstrom": [[-1.37, 0.23, 0.55], [3.42, 0.90, -0.55], [2.65, -2.09, -0.96], [-0.49, 0.41, -1.51], [0.56, -1.23, 0.02], [2.54, 0.27, -0.01], [1.45, -1.06, 1.21], [1.87, 0.40, 1.36], [-0.44, -0.22, -0.42], [2.03, -1.12, -0.24], [2.63, 0.57, 2.13], [-1.28, 1.12, -1.38], [-1.23, -0.23, 1.38], [1.07, 1.15, 1.46], [1.54, -1.83, 1.98], [0.22, -2.26, -0.11], [3.57, -2.17, -0.68]],
  "lowdin_charge": [0.020, 0.130, 0.093, 0.168, -0.105, -0.314, -0.091, -0.029, -0.420, -0.341, 0.129, 0.105, 0.095, 0.120, 0.147, 0.169, 0.124],
  "mol_weight_g_mol": 141.1,
  "e_tot_ha": -513.23562,
  "homo_ev": -9.87,
  "charge": 0,
  "e_above_lowest_kj_mol": 203.5
}

=====

[5]
{
  "formula": "C25H18Cl3N3O3PdS",
  "method": "ωB97M-V with the def2-TZVPD basis set",
  "elements": ["Pd", "Cl", "Cl", "Cl", "S", "O", "O", "O", "N", "N", "N", "C", "C", "C", "C", "C", "C", "C", "C", "C", "C", "C", "C", "C", "C", "C", "C", "C", "C", "C", "C", "C", "C", "C", "C", "C", "H", "H", "H", "H", "H", "H", "H", "H", "H", "H", "H", "H", "H", "H", "H", "H", "H", "H"],
  "positions_angstrom": [[0.45, -0.49, -0.09], [-1.12, -3.57, 4.39], [-3.48, -3.41, 2.74], [-2.80, -1.22, 4.50], [0.19, 2.78, 0.77], [-0.60, 1.57, 0.97], [1.19, -0.66, -2.51], [0.59, 3.39, -0.84], [0.94, -6.57, -3.76], [0.91, 1.30, -1.51], [-0.77, -1.42, 1.56], [-0.55, 4.15, 1.54], [2.67, 3.68, 1.36], [3.96, 3.52, 1.82], [4.37, 2.29, 2.32], [-2.18, -2.51, 3.48], [-1.14, 6.45, 1.62], [1.30, 2.84, -3.23], [0.88, -5.67, -3.05], [0.82, -4.52, -2.17], [0.68, -2.43, -0.45], [-0.41, -3.93, -1.91], [-1.51, 5.00, 3.53], [0.93, 2.53, -1.79], [2.16, 1.38, 2.01], [-0.61, 5.38, 0.90], [3.46, 1.24, 2.44], [1.92, -2.97, -0.69], [-0.49, -2.86, -1.02], [1.80, 2.60, 1.46], [1.23, 0.53, -2.63], [1.98, -4.04, -1.58], [1.56, 1.43, -3.79], [-1.38, -1.89, 2.40], [-1.00, 3.92, 2.84], [-1.59, 6.25, 2.92], [2.82, -2.60, -0.22], [-1.45, -2.42, -0.79], [2.34, 4.63, 0.93], [-1.31, -4.29, -2.40], [2.59, 1.27, -4.10], [2.94, -4.48, -1.83], [0.46, 3.36, -3.70], [-1.20, 7.42, 1.16], [0.94, 1.20, -4.65], [5.39, 2.16, 2.64], [1.43, 0.62, 2.25], [4.65, 4.35, 1.77], [-2.02, 7.08, 3.47], [2.16, 3.52, -3.27], [-0.26, 5.52, -0.11], [-0.94, 2.94, 3.30], [-1.85, 4.87, 4.55], [3.77, 0.31, 2.90]],
  "lowdin_charge": [0.763, 0.679, 0.681, 0.655, 1.109, -0.311, 0.127, -0.078, 0.188, 0.114, 0.176, -0.319, -0.033, -0.022, -0.008, -1.643, -0.021, -0.021, -0.162, -0.208, -0.230, 0.000, -0.020, -0.344, -0.064, -0.035, -0.026, -0.076, -0.107, -0.315, -0.409, -0.002, -0.021, -0.296, -0.032, -0.005, 0.116, 0.101, 0.129, 0.133, 0.145, 0.134, 0.145, 0.129, 0.145, 0.129, 0.099, 0.129, 0.130, 0.142, 0.122, 0.130, 0.130, 0.128],
  "mol_weight_g_mol": 653.3,
  "e_tot_ha": -3259.37982,
  "homo_ev": -13.84,
  "charge": 2
}